The following is a quantum chemistry calculation of C28H58BBrCl12NO5S as an isolated structure in a non-equilibrium geometry, from OMol25.

Computed properties:
HOMO level = -11.75 eV
Gap between HOMO and LUMO = 9.40 eV
Multiplicity = 1
Charge = +1

Geometry as XYZ:
```
107
Properties=species:S:1:pos:R:3:forces:R:3
C -1.4258 1.7759 3.6254 -0.0727 -0.7180 0.0771
C -0.9204 0.5783 2.7509 -0.3901 0.8491 0.2203
C 0.3738 0.8900 1.9642 -0.4817 -0.7532 0.1408
C 0.7860 -0.3414 1.0720 -0.0381 1.0607 0.4111
C 0.3117 0.0010 -0.3620 0.1289 0.9826 1.7007
N 0.1041 -1.1213 -1.3432 -1.7631 -0.7156 0.5043
C -1.1863 -1.7820 -0.8875 -1.1497 -0.6985 0.6482
C 1.1214 -2.1941 -1.4087 2.3249 -2.4368 -0.0099
S 0.9897 -3.4346 -0.0144 -0.7651 0.0667 0.7545
Br 3.0097 -1.5572 -1.2320 -0.6448 0.4072 -0.2589
C 1.0928 -3.0561 -2.7446 1.0328 0.6326 -0.9029
O -0.0770 -2.9781 -3.5280 -0.0742 0.0744 0.8081
C -0.6508 -1.7057 -3.7123 -0.6749 0.5846 -0.4910
C -0.5893 -1.2942 -5.2170 -1.1648 -1.5283 0.2556
C -1.5433 -2.2847 -5.9894 0.8450 0.9328 -0.6672
C -0.8349 -3.5575 -6.4882 -1.2096 -0.0367 -0.2721
O -1.5774 -3.9998 -7.6327 0.1605 -0.2953 0.6293
C -1.5664 -5.4123 -7.7442 -0.2290 -0.2945 -0.7941
C -0.1929 -0.5813 -2.7430 0.9976 0.8344 -1.6762
O -1.1733 0.4237 -2.7078 0.0287 -0.6552 0.3635
B 1.0389 0.2248 -3.4526 2.4456 0.7986 0.1618
O 1.0888 1.6332 -3.4388 -0.8429 -1.3269 -0.2057
O 2.1061 -0.4213 -4.0531 -1.5850 0.2116 0.2142
C 2.5954 0.2390 -5.2419 0.0858 -0.5458 -1.1326
C 3.1748 -0.8032 -6.2196 -0.1752 0.3102 0.2709
H -0.6028 2.4283 3.9499 -0.2200 -0.2174 -0.0426
H -2.1804 2.3834 3.1008 0.3382 -0.1287 0.0935
H -1.9234 1.3480 4.5203 0.3645 0.5214 -0.4792
H -0.7807 -0.2848 3.4193 0.2137 0.1587 -0.3914
H -1.7527 0.3084 2.0693 0.4167 -0.0718 0.1098
H 0.2107 1.7982 1.3518 0.2261 -0.2709 0.2168
H 1.1828 1.0993 2.6791 -0.4681 -0.0818 -0.4832
H 0.3044 -1.2148 1.5280 0.2660 0.0655 -0.3231
H 1.8776 -0.4181 1.1627 -0.3956 -0.4322 -0.3876
H -0.6810 0.4580 -0.2258 0.2775 -0.2841 -0.4266
H 0.9566 0.8175 -0.7163 -0.0322 -0.6495 -0.5986
H -1.3363 -2.7706 -1.3353 0.3625 0.3419 -0.0674
H -1.2122 -1.9070 0.2039 0.4057 0.1002 -0.3824
H -2.0692 -1.1747 -1.1163 0.5775 0.1951 -0.1441
H 2.0532 -4.2763 -0.1998 -0.2711 0.8949 -0.5365
H 1.2522 -4.1175 -2.5220 -0.3480 0.4066 0.2453
H 1.9752 -2.7623 -3.3451 -0.5139 0.1885 0.1727
H -1.7407 -1.8356 -3.5278 0.3825 -0.0106 0.1555
H -1.0061 -0.2908 -5.3863 0.4928 -0.0595 0.2517
H 0.4066 -1.4555 -5.6432 -0.1152 0.5229 0.3126
H -1.8641 -1.7350 -6.8918 0.0656 -0.3686 0.2161
H -2.4645 -2.4955 -5.4256 0.3617 -0.1245 -0.0992
H 0.1935 -3.3692 -6.8406 -0.1203 0.0279 0.5233
H -0.8817 -4.3457 -5.7183 0.4007 0.3018 -0.1654
H -1.8242 -5.6475 -8.7894 0.1851 0.0594 0.3672
H -2.3349 -5.9040 -7.1203 0.3432 0.3067 0.0869
H -0.5717 -5.8326 -7.5252 -0.2682 0.0781 -0.0362
H -2.0460 0.0297 -2.8389 -0.0867 0.0096 0.0301
H 0.6860 1.9716 -4.2484 0.0566 0.4360 0.0700
H 3.3239 1.0331 -5.0392 -0.2090 -0.3354 0.3450
H 1.7342 0.7046 -5.7527 0.3914 0.0062 0.1783
H 2.4081 -1.5034 -6.5873 0.1693 0.2652 0.2060
H 3.5494 -0.2426 -7.0891 0.0636 -0.3062 0.2382
H 3.9795 -1.3984 -5.7678 -0.1222 0.3044 -0.1251
Cl 2.3749 2.6374 4.0712 0.2242 0.1523 0.2122
C 2.3531 4.4019 3.8168 0.0970 0.1699 -0.0868
C 2.1872 5.1532 5.1143 0.0516 0.0897 0.0238
Cl 0.5663 4.9125 5.8085 -0.0498 -0.0187 0.0094
H 1.5500 4.6312 3.1190 -0.0455 -0.0578 0.0783
H 3.3004 4.6690 3.3500 0.0188 -0.0253 0.0752
H 2.3071 6.2218 4.9396 -0.0303 -0.0275 -0.0617
H 2.9224 4.8429 5.8536 -0.0505 -0.0703 -0.0251
Cl -2.1979 0.2238 7.5807 0.0847 -0.0060 -0.0612
C -3.8425 0.8449 7.8808 -0.2094 0.0719 0.1066
C -4.8040 0.4680 6.7805 -0.1449 -0.0134 0.1102
Cl -4.4384 1.3122 5.2560 -0.1551 -0.2149 -0.0891
H -3.7769 1.9244 7.9980 0.0468 -0.0241 -0.0992
H -4.1761 0.4153 8.8245 0.0058 -0.0586 -0.0511
H -5.8158 0.7532 7.0667 0.0479 0.0667 0.0293
H -4.7935 -0.6024 6.5837 0.0814 0.0412 -0.0335
Cl 3.9347 -3.4732 2.6625 -0.0701 0.0071 -0.0055
C 5.5947 -3.6554 2.0405 0.1214 0.0586 -0.0458
C 5.6308 -4.4206 0.7393 0.1102 0.0699 -0.0282
Cl 5.1943 -6.1342 0.9512 -0.0822 0.0082 -0.0273
H 6.1890 -4.1430 2.8100 -0.0741 -0.0606 -0.0271
H 5.9896 -2.6519 1.8863 -0.0374 -0.0127 -0.0409
H 6.6389 -4.3973 0.3269 0.0025 -0.0078 0.0628
H 4.9504 -3.9889 0.0070 -0.0268 -0.0102 0.0613
Cl 0.5838 -2.7793 4.2858 0.0763 0.0122 -0.1393
C -0.7237 -2.5199 5.4689 -0.0837 0.0470 0.1499
C -1.9413 -3.3559 5.1622 0.0512 -0.0616 0.1734
Cl -2.7670 -2.8143 3.6763 -0.0138 0.0156 -0.0764
H -0.9625 -1.4591 5.4781 -0.0192 -0.0048 -0.0533
H -0.3252 -2.7903 6.4458 -0.0228 -0.0535 -0.0310
H -2.6606 -3.2672 5.9752 0.0228 0.0827 -0.0207
H -1.6855 -4.4064 5.0425 0.0168 0.0483 -0.0868
Cl -6.4982 4.2890 6.7027 0.0023 -0.0251 0.0457
C -5.4799 5.6489 6.1631 0.0216 0.1180 -0.0655
C -4.2926 5.1841 5.3543 -0.0536 0.0726 -0.0986
Cl -3.1133 4.2984 6.3495 0.1518 0.0749 0.0726
H -5.1681 6.2054 7.0442 0.0199 -0.0894 0.0096
H -6.1105 6.2948 5.5535 0.0132 -0.0567 -0.0339
H -3.7721 6.0445 4.9351 -0.0159 0.0193 0.0768
H -4.5965 4.5345 4.5353 -0.0259 -0.0663 0.0993
Cl 3.1762 6.8109 -6.1226 -0.0181 -0.0316 -0.0157
C 1.8438 6.0017 -5.2642 -0.0296 0.0443 0.0162
C 2.2144 4.6030 -4.8327 -0.0298 0.1328 0.1233
Cl 2.3975 3.5000 -6.2280 -0.0486 0.0869 -0.0060
H 0.9735 6.0004 -5.9172 0.0633 -0.0352 -0.0310
H 1.6156 6.6068 -4.3876 0.0400 -0.0586 0.0273
H 1.4304 4.1943 -4.1994 -0.0399 0.0125 0.0026
H 3.1462 4.5915 -4.2719 0.0263 -0.0022 -0.1055
```
Positions in Å, forces in eV/Å.

Löwdin atomic charge list, values in e, 99 entries: C -0.11; C -0.25; C -0.21; C -0.20; C -0.13; N -0.18; C -0.01; C -0.88; S 0.78; Br 0.85; C -0.22; O -0.05; C -0.25; C -0.08; C -0.13; C -0.22; O -0.20; C -0.12; C -0.29; O 0.06; B -0.58; O 0.14; O 0.01; C -0.24; C -0.04; H 0.04; H 0.07; H 0.00; H 0.06; H 0.11; H 0.12; H 0.02; H 0.06; H 0.08; H 0.14; H 0.15; H 0.11; H 0.10; H 0.12; H -0.08; H 0.12; H 0.10; H 0.15; H 0.14; H 0.10; H 0.12; H 0.12; H 0.13; H 0.12; H 0.09; H 0.09; H 0.09; H 0.12; H 0.09; H 0.11; H 0.09; H 0.07; H 0.09; H 0.09; Cl 0.61; C -0.64; C -0.66; Cl 0.54; H 0.07; H 0.07; H 0.07; H 0.07; Cl 0.56; C -0.65; C -0.63; Cl 0.56; H 0.04; H 0.08; H 0.07; H 0.07; Cl 0.53; C -0.65; C -0.67; Cl 0.55; H 0.07; H 0.07; H 0.08; H 0.03; Cl 0.55; C -0.66; C -0.64; Cl 0.53; H 0.03; H 0.08; H 0.07; H 0.07; Cl 0.54; C -0.65; C -0.65; Cl 0.54; H 0.07; H 0.07; H 0.07; H 0.06


The following is a quantum chemistry calculation of C28H58BrGaIO29S7 as an isolated structure in a non-equilibrium geometry, from OMol25.

Computed properties:
HOMO level = -4.51 eV
Relative energy (zero: lowest compared OMol25 entry of this formula, charge and spin) = 0.260 eV
Gap between HOMO and LUMO = 5.93 eV
Multiplicity = 1
Charge = -1

Geometry as XYZ:
```
125
Properties=species:S:1:pos:R:3:forces:R:3
C -3.1278 -2.2133 -3.4093 0.2548 0.3877 -0.0042
C -1.7417 -2.2396 -2.7352 -0.6607 -0.2434 0.1684
C -1.6214 -3.1117 -1.4875 0.8843 0.4285 -0.5989
I -2.9439 -2.3807 0.0558 -0.3509 -0.1402 0.1080
Ga 0.3627 -3.1814 -0.8483 0.3375 -0.4969 0.1299
C 1.4776 -2.0168 -2.0941 -0.4327 0.0298 -0.0156
C 0.9630 -5.1436 -1.1255 0.1383 0.4733 0.1168
C 1.5350 -5.4656 -2.5031 -0.2798 -0.4024 -0.1696
C 0.4112 -5.5763 -3.5394 0.1828 0.0222 0.2542
Br 0.7622 -4.6131 -5.2131 -0.0158 -0.0491 -0.0398
C 0.6221 -2.8072 1.1413 -0.6189 0.0555 -0.2074
C 0.3379 -1.3942 1.6658 0.5090 0.0402 0.0465
C 0.5376 -0.2856 0.6426 0.1304 0.2388 0.2428
C 0.3461 1.1149 1.2436 -0.1114 0.0145 -0.0451
C -0.4957 2.0278 0.3570 0.0746 -0.1177 -0.2427
C 0.0628 2.1348 -1.0605 -0.3153 -0.0071 0.2382
O 1.4588 2.3531 -1.0284 0.1039 0.0678 -0.0718
C 2.1875 1.7731 -2.0966 0.1688 -0.0359 0.2220
H -3.9147 -2.3667 -2.6730 -0.1172 -0.1174 0.0106
H -3.2074 -2.9495 -4.2066 -0.0629 -0.2092 0.0543
H -3.3125 -1.2333 -3.8542 -0.0368 0.0145 -0.1220
H -1.4281 -1.2207 -2.5107 0.1438 0.0698 -0.0095
H -1.0288 -2.6680 -3.4427 0.2145 0.1682 -0.0682
H -1.9498 -4.1080 -1.7593 -0.3678 -0.1268 0.4243
H 2.4931 -1.8497 -1.7337 0.0843 -0.0294 0.0838
H 0.9924 -1.0433 -2.2074 0.0821 0.1050 -0.0051
H 1.5363 -2.4468 -3.0954 0.0786 -0.0720 -0.0778
H 0.1661 -5.8496 -0.8725 -0.0639 -0.0971 -0.0177
H 1.7549 -5.2904 -0.3855 0.0105 -0.0724 0.1075
H 2.2745 -4.7348 -2.8260 -0.0057 0.1749 0.0640
H 2.0410 -6.4381 -2.5005 0.1895 -0.0063 -0.0543
H 0.2523 -6.6062 -3.8358 -0.1276 -0.0454 -0.1176
H -0.5170 -5.1742 -3.1510 -0.0833 0.1411 -0.1026
H -0.0438 -3.4941 1.6738 0.0637 -0.1775 0.0329
H 1.6365 -3.1214 1.3915 0.1557 0.0440 -0.0416
H -0.6779 -1.3091 2.0566 -0.1165 -0.0750 -0.0140
H 1.0050 -1.1704 2.5083 -0.0633 0.0424 0.1458
H -0.1596 -0.4341 -0.1851 -0.0741 -0.0838 -0.0352
H 1.5411 -0.3623 0.2233 0.0218 -0.0915 -0.1779
H 1.3067 1.5962 1.4237 0.1289 -0.0701 0.0452
H -0.1320 1.0122 2.2192 -0.1253 0.0891 0.0711
H -1.4893 1.5817 0.2600 -0.1386 0.1177 0.0180
H -0.6183 3.0231 0.7873 0.0603 0.0523 0.1326
H -0.4327 2.9526 -1.5965 -0.0159 0.0555 -0.0708
H -0.1820 1.2104 -1.5862 0.2107 -0.1064 -0.1277
H 1.5382 1.3056 -2.8342 -0.0791 0.0487 -0.0940
H 2.8460 0.9939 -1.7086 0.0036 -0.0683 0.0229
H 2.8052 2.5346 -2.5750 -0.0522 0.0981 -0.0891
C -5.1554 -4.7634 3.2979 -0.2819 0.0380 -0.1548
C -4.7562 -3.3060 3.2845 0.4275 -0.0537 -0.1787
O -5.0108 -2.8700 4.6398 -0.1822 -0.1709 0.0852
S -4.7384 -4.0669 5.6559 -0.0259 0.0371 -0.3899
O -3.4451 -3.9443 6.2241 -0.0015 -0.0678 0.1420
O -5.8837 -4.2091 6.4862 -0.0184 0.0562 0.1263
O -4.7074 -5.2457 4.5784 0.1324 0.1502 0.0725
H -6.2393 -4.8861 3.2430 0.0112 0.0116 -0.0078
H -4.6750 -5.3328 2.5073 0.1136 -0.0662 0.1107
H -5.3478 -2.7161 2.5941 -0.0631 0.0910 0.1456
H -3.6950 -3.1859 3.0623 -0.0122 0.0161 0.0324
C 3.6572 3.8377 1.4373 -0.3990 0.0386 -0.0713
C 3.8533 5.3358 1.4969 0.2205 -0.0701 -0.2408
O 3.5863 5.6667 2.8791 -0.1253 -0.1196 0.0510
S 4.0774 4.4703 3.8167 -0.0547 -0.0547 -0.3733
O 5.3708 4.7707 4.3253 0.0383 -0.0499 0.1189
O 3.0169 4.1368 4.6981 0.0182 0.0611 0.1333
O 4.2225 3.3646 2.6806 0.1248 0.2330 0.1184
H 2.6031 3.5611 1.3999 0.0271 -0.0394 -0.0119
H 4.1806 3.3790 0.6043 0.1025 -0.1012 0.1125
H 3.1621 5.8756 0.8574 -0.0773 0.0624 0.1377
H 4.8754 5.6257 1.2651 -0.0752 -0.0610 -0.0115
C -7.5331 1.0579 3.2620 -0.1181 0.2232 0.0042
C -8.8032 0.2334 3.3208 0.0536 -0.1493 0.2264
O -8.9462 -0.2741 1.9860 0.1035 0.1749 -0.0889
S -7.4977 -0.5548 1.3584 -0.0415 0.2122 0.2691
O -7.1734 -1.9257 1.5352 0.0304 -0.0763 -0.1459
O -7.4364 0.0643 0.0879 -0.0757 -0.1134 -0.1026
O -6.6604 0.2924 2.4235 -0.0452 -0.2235 -0.0388
H -7.7035 2.0311 2.7980 -0.0081 -0.0131 0.0042
H -7.0674 1.1867 4.2348 0.1180 -0.0898 -0.0404
H -9.6796 0.8233 3.5727 -0.0591 -0.0197 -0.1411
H -8.7075 -0.6065 4.0116 0.0171 0.0200 0.0047
C -6.0847 -5.2558 -1.5592 0.0581 0.3489 -0.0334
C -6.4636 -5.5405 -2.9990 -0.2421 -0.1392 0.0606
O -5.2214 -5.8568 -3.6352 0.1087 0.0842 0.1353
S -4.2569 -6.6066 -2.5989 -0.2497 0.2043 0.0738
O -4.3494 -8.0098 -2.7963 0.0420 -0.0521 0.0750
O -3.0092 -5.9427 -2.6034 0.1489 -0.1677 -0.1267
O -5.0714 -6.2327 -1.2709 -0.0637 -0.1872 -0.1836
H -5.6623 -4.2565 -1.4304 0.0390 -0.0273 -0.0200
H -6.9195 -5.3906 -0.8765 0.0845 -0.1390 0.0845
H -6.9131 -4.6842 -3.4934 0.1434 0.0292 -0.0920
H -7.1259 -6.4062 -3.0775 -0.0183 0.0285 0.0228
C 6.7984 -6.4816 -0.5066 -0.0511 -0.0960 0.1953
C 5.8844 -7.1913 -1.4852 0.1549 -0.0353 -0.1984
O 4.6952 -6.4023 -1.4816 -0.0073 0.0997 0.2192
S 5.0603 -4.8539 -1.2725 0.0742 -0.1462 -0.0015
O 5.1321 -4.2095 -2.5322 0.0364 0.0950 0.0264
O 4.2848 -4.3453 -0.2066 -0.0943 0.0525 -0.0280
O 6.5700 -5.0939 -0.7580 0.0091 -0.0541 -0.1969
H 6.5292 -6.7040 0.5282 -0.0072 -0.0230 -0.0158
H 7.8490 -6.7062 -0.6724 0.0250 0.1234 -0.0358
H 5.6396 -8.2041 -1.1774 -0.1399 0.0349 0.0197
H 6.3035 -7.2002 -2.4943 0.0191 -0.0065 0.0219
C 4.3169 9.2273 2.9194 0.0077 -0.2058 0.2670
C 5.6269 9.9352 3.2063 -0.1155 0.2087 -0.0021
O 6.5844 9.2399 2.3941 -0.1302 -0.1499 -0.0111
S 5.8862 8.7397 1.0451 -0.2560 0.1139 0.2918
O 6.1751 9.6554 0.0002 0.0200 -0.0875 -0.1191
O 6.1239 7.3509 0.9069 0.3996 0.0615 -0.2222
O 4.3734 8.9575 1.5098 0.1401 0.2317 -0.1098
H 4.2375 8.2795 3.4547 0.0131 0.0065 -0.0107
H 3.4484 9.8457 3.1272 -0.0374 0.0031 -0.1516
H 5.9268 9.8634 4.2475 0.1127 -0.1012 -0.0330
H 5.5971 10.9822 2.8972 -0.0082 -0.0122 0.0076
C 3.4943 9.9389 -2.7897 0.1874 -0.0531 -0.1991
C 2.1760 9.5512 -3.4296 -0.1275 0.2194 0.0615
O 1.9631 8.2034 -2.9932 0.2117 -0.0829 0.0316
S 2.5536 8.0102 -1.5176 0.0469 0.2979 -0.1673
O 1.5111 8.1498 -0.5662 0.0467 -0.0778 0.1270
O 3.4051 6.8776 -1.5201 -0.0781 -0.1248 0.0585
O 3.4371 9.3444 -1.4886 -0.2861 -0.0429 0.0375
H 4.3467 9.5229 -3.3295 -0.0160 0.0032 -0.0078
H 3.6130 11.0136 -2.6845 0.0004 -0.0116 0.1473
H 2.2086 9.5728 -4.5149 -0.0127 -0.1548 -0.0080
H 1.3539 10.1733 -3.0694 0.0204 0.0074 -0.0073
```
Positions in Å, forces in eV/Å.

Löwdin atomic charge list, values in e, 99 entries: C -0.14; C -0.40; C -0.72; I 0.85; Ga 0.37; C -0.17; C -0.24; C -0.38; C -0.58; Br 0.57; C -0.25; C -0.32; C -0.24; C -0.20; C -0.18; C -0.24; O -0.20; C -0.10; H 0.00; H 0.06; H 0.06; H 0.08; H 0.07; H -0.02; H 0.00; H -0.03; H -0.03; H 0.05; H 0.03; H 0.06; H 0.09; H 0.05; H 0.02; H 0.03; H 0.04; H 0.06; H 0.10; H 0.07; H 0.11; H 0.09; H 0.11; H 0.11; H 0.10; H 0.12; H 0.10; H 0.08; H 0.08; H 0.08; C -0.15; C -0.18; O -0.19; S 0.58; O -0.22; O -0.24; O -0.19; H 0.13; H 0.14; H 0.08; H 0.09; C -0.13; C -0.15; O -0.20; S 0.58; O -0.23; O -0.22; O -0.18; H 0.12; H 0.14; H 0.12; H 0.10; C -0.16; C -0.16; O -0.19; S 0.59; O -0.23; O -0.20; O -0.18; H 0.13; H 0.14; H 0.13; H 0.14; C -0.16; C -0.17; O -0.19; S 0.60; O -0.22; O -0.21; O -0.19; H 0.11; H 0.13; H 0.13; H 0.13; C -0.17; C -0.17; O -0.19; S 0.59; O -0.21; O -0.20; O -0.19